{
  "formula": "C10H13F4NO7P",
  "method": "ωB97M-V/def2-TZVPD",
  "total_charge": -1,
  "e_tot_ev": -46561.4455,
  "species": ["C", "C", "C", "C", "O", "C", "O", "C", "C", "C", "F", "F", "C", "F", "F", "P", "N", "O", "O", "H", "H", "H", "H", "H", "H", "H", "H", "H", "H", "H", "H", "C", "O", "O", "O", "H"],
  "positions_angstrom": [[3.54, -1.72, 1.41], [2.84, -0.71, 0.82], [1.72, 0.05, 1.47], [0.37, -0.73, 1.52], [0.59, -2.15, 1.64], [0.36, -2.83, 0.50], [0.38, -3.97, 0.36], [0.03, -1.73, -0.53], [-0.60, -0.62, 0.32], [-2.07, -0.90, 0.73], [-2.84, 0.17, 0.55], [-2.18, -1.19, 2.04], [-2.77, -2.08, -0.03], [-2.57, -3.22, 0.62], [-4.10, -1.84, 0.04], [-0.58, 0.97, -0.69], [0.80, 1.23, -1.34], [-0.88, 2.22, 0.30], [-1.64, 0.93, -1.91], [3.43, -2.75, 1.07], [4.27, -1.57, 2.22], [3.06, -0.44, -0.22], [1.58, 1.04, 1.04], [1.99, 0.24, 2.52], [-0.02, -0.50, 2.51], [1.04, -1.50, -0.90], [-0.48, -2.04, -1.44], [-2.53, -2.12, -1.09], [1.44, 0.47, -1.13], [-1.34, 1.91, 1.09], [-1.17, 0.41, -2.58], [-0.09, 5.29, -2.36], [0.11, 4.39, -3.21], [-0.95, 4.85, -1.33], [0.34, 6.44, -2.28], [-1.06, 3.97, -1.71]],
  "nbo_charge": [-0.4018, -0.1731, -0.5105, 0.1135, -0.5037, 0.8115, -0.5348, -0.5574, -0.4905, 0.6358, -0.3169, -0.3227, 0.5137, -0.3098, -0.3305, 2.2096, -1.3044, -0.9219, -0.9555, 0.2026, 0.2011, 0.2043, 0.2698, 0.2244, 0.2316, 0.2725, 0.2392, 0.1426, 0.3461, 0.4958, 0.5166, 0.9360, -0.8373, -0.7809, -0.7823, 0.4676]
}



{
  "formula": "C9H14Cl6N2O3",
  "method": "ωB97M-V/def2-TZVPD",
  "e_above_lowest_kcal_mol": 35.4,
  "total_charge": 0,
  "e_tot_ev": -93814.8215,
  "species": ["C", "C", "N", "H", "H", "H", "C", "C", "N", "H", "H", "H", "C", "O", "C", "O", "O", "C", "H", "H", "H", "H", "H", "H", "C", "Cl", "Cl", "Cl", "H", "C", "Cl", "Cl", "Cl", "H"],
  "positions_angstrom": [[17.43, -7.56, -1.53], [16.81, -7.84, -2.83], [16.37, -8.01, -3.85], [16.89, -8.10, -0.75], [17.48, -6.49, -1.35], [18.47, -7.87, -1.51], [10.99, -4.19, -3.62], [11.95, -3.18, -3.14], [12.66, -2.32, -2.79], [11.60, -5.06, -3.86], [10.75, -3.69, -4.55], [10.18, -4.39, -2.91], [14.13, -3.67, -10.48], [13.64, -4.15, -11.67], [12.93, -3.41, -12.46], [12.53, -2.24, -12.20], [12.70, -4.01, -13.62], [12.00, -3.32, -14.70], [14.09, -2.59, -10.38], [15.12, -4.04, -10.19], [13.64, -4.08, -9.59], [12.27, -3.86, -15.61], [12.27, -2.28, -14.83], [10.93, -3.13, -14.70], [13.57, -6.94, 7.19], [13.79, -6.97, 5.42], [14.88, -5.97, 8.09], [13.56, -8.55, 7.80], [12.59, -6.53, 7.43], [22.37, -5.15, 4.45], [22.35, -6.23, 5.88], [20.76, -4.21, 4.42], [22.61, -6.12, 2.97], [23.14, -4.38, 4.52]],
  "nbo_charge": [-0.7222, 0.2870, -0.3298, 0.2537, 0.2575, 0.2538, -0.7164, 0.2823, -0.3404, 0.2558, 0.2599, 0.2587, -0.2705, -0.4784, 0.9893, -0.6759, -0.4945, -0.2676, 0.2141, 0.1966, 0.1842, 0.1991, 0.2037, 0.1998, -0.2614, 0.0207, -0.0318, 0.0421, 0.2304, -0.2349, 0.0142, -0.0330, 0.0225, 0.2313]
}



{
  "formula": "C45H41BiN2O8Se2",
  "method": "ωB97M-V/def2-TZVPD",
  "e_above_lowest_kcal_mol": 53.3,
  "total_charge": -2,
  "e_tot_ev": -203222.5903,
  "species": ["Bi", "O", "C", "C", "C", "C", "C", "C", "C", "C", "C", "O", "C", "C", "C", "C", "C", "C", "C", "C", "C", "C", "C", "C", "N", "C", "C", "C", "C", "C", "C", "C", "C", "C", "C", "C", "C", "H", "H", "H", "H", "H", "H", "H", "H", "H", "H", "H", "H", "H", "H", "H", "H", "H", "H", "H", "H", "H", "H", "H", "H", "H", "H", "H", "O", "C", "O", "C", "C", "C", "C", "C", "N", "C", "O", "O", "H", "H", "H", "H", "O", "C", "C", "C", "O", "C", "Se", "C", "Se", "H", "H", "H", "H", "H", "H", "H", "H", "H", "H"],
  "positions_angstrom": [[-0.11, -0.84, -0.14], [-1.05, 0.55, 1.27], [-2.01, 1.55, 1.51], [-3.03, 1.57, 0.38], [-2.50, 1.92, -0.99], [-3.45, 1.95, -2.05], [-2.94, 2.15, -3.33], [-1.59, 2.28, -3.51], [-0.72, 2.27, -2.39], [0.77, 2.44, -2.49], [1.63, 1.14, -2.57], [1.33, 0.33, -1.42], [3.11, 1.46, -2.46], [3.58, 2.22, -1.36], [4.91, 2.47, -1.17], [5.86, 1.79, -1.91], [5.46, 0.93, -2.93], [4.12, 0.89, -3.24], [1.28, 0.39, -3.88], [1.31, 1.11, -5.11], [1.01, 0.40, -6.32], [0.50, -0.88, -6.29], [0.65, -1.62, -5.12], [1.00, -1.03, -3.93], [-1.23, 2.10, -1.23], [-2.85, 1.35, 2.84], [-2.17, 1.42, 4.01], [-2.87, 1.59, 5.25], [-4.24, 1.56, 5.23], [-4.96, 1.37, 4.04], [-4.26, 1.24, 2.84], [-1.21, 2.94, 1.72], [-1.65, 4.15, 1.18], [-0.78, 5.28, 1.08], [0.47, 5.16, 1.71], [0.92, 3.99, 2.34], [0.03, 2.93, 2.38], [-3.85, 2.33, 0.72], [-3.50, 0.62, 0.31], [-4.54, 1.88, -1.80], [-3.58, 1.98, -4.20], [-1.22, 2.42, -4.47], [1.07, 2.91, -1.50], [0.98, 3.05, -3.40], [2.85, 2.63, -0.65], [5.21, 3.19, -0.31], [6.91, 1.90, -1.63], [6.13, 0.33, -3.52], [3.85, 0.37, -4.17], [1.62, 2.17, -5.16], [1.15, 0.84, -7.28], [0.04, -1.31, -7.14], [0.58, -2.68, -5.07], [1.12, -1.67, -3.05], [-1.11, 1.23, 4.02], [-2.36, 1.60, 6.19], [-4.84, 1.62, 6.17], [-6.05, 1.36, 3.91], [-4.80, 1.13, 1.87], [-2.59, 4.11, 0.66], [-1.14, 6.18, 0.56], [1.18, 5.94, 1.66], [2.02, 4.00, 2.62], [0.40, 1.99, 2.85], [1.44, -5.65, -1.07], [0.98, -4.50, -1.64], [1.77, -3.62, -2.04], [-0.47, -4.43, -1.65], [-1.23, -5.58, -1.43], [-2.64, -5.47, -1.45], [-3.20, -4.19, -1.65], [-2.32, -3.06, -1.70], [-1.01, -3.19, -1.83], [-2.94, -1.65, -1.63], [-4.18, -1.53, -1.50], [-2.09, -0.67, -1.51], [2.39, -5.62, -1.26], [-0.68, -6.54, -1.35], [-3.26, -6.36, -1.19], [-4.28, -3.93, -1.66], [1.61, -0.56, 5.41], [1.96, -1.88, 5.11], [1.56, -2.23, 3.64], [1.96, -3.77, 3.43], [3.17, -4.03, 4.14], [2.37, -1.37, 2.79], [2.44, -1.92, 0.84], [0.04, -2.14, 3.52], [-0.75, -2.99, 1.94], [1.92, -0.36, 6.33], [1.45, -2.60, 5.77], [3.04, -2.05, 5.24], [2.02, -3.94, 2.39], [1.04, -4.27, 3.88], [3.32, -4.97, 4.18], [3.41, -1.51, 3.04], [2.10, -0.26, 2.86], [-0.33, -1.10, 3.60], [-0.43, -2.70, 4.31]],
  "mulliken_charge": [1.7716, 0.0637, 3.0375, -3.1250, -0.5053, -0.6705, -1.0900, -0.5356, 0.1688, -0.7627, 1.9920, -0.5804, -0.2393, -0.1625, -0.7941, -0.2405, -1.1039, 0.0608, -0.6087, -0.1199, -0.9626, -0.6659, -0.6697, -0.0355, 0.5467, -0.0344, 0.4243, -1.5556, -0.3004, -0.8655, -0.0990, -0.0157, -0.0637, -1.0548, -0.5630, -0.6999, 0.5038, 0.8436, 1.1216, 0.3154, 0.2979, 0.6355, 0.0913, 0.4322, 0.1301, 0.2168, 0.3196, 0.4329, 0.2570, 0.2742, 0.4080, 0.4479, 0.4239, 0.3305, 0.2295, 0.4014, 0.2817, 0.3501, 0.4145, 0.4946, 0.3879, 0.3795, 0.3130, -0.2382, -0.4863, 0.3046, -0.5288, 0.2403, -0.5676, -0.4465, -0.6378, 0.4276, 0.3196, -0.2026, -0.8299, -0.1732, 0.3622, 0.3892, 0.3201, 0.4233, -0.4545, -1.3842, 2.1348, -1.2346, -0.5322, -1.3071, -0.5102, -1.0326, -0.4492, 0.2861, 0.4186, 0.4500, 0.3772, 0.4819, 0.3019, 0.5522, 0.1365, -0.1597, 0.5735]
}



{
  "formula": "C6H32Fe2O19",
  "method": "ωB97M-V/def2-TZVPD",
  "total_charge": 3,
  "e_tot_ev": -114389.6424,
  "multiplicity": 10,
  "species": ["Fe", "Fe", "C", "C", "C", "O", "C", "C", "C", "O", "O", "O", "H", "H", "O", "H", "H", "O", "H", "H", "O", "H", "H", "O", "H", "H", "O", "H", "H", "O", "H", "H", "O", "H", "H", "O", "H", "H", "O", "H", "H", "O", "H", "H", "O", "H", "H", "O", "H", "H", "O", "H", "H", "O", "H", "H", "O", "H", "H"],
  "positions_angstrom": [[4.03, -2.07, 0.24], [-4.05, 0.33, -2.07], [-0.51, 1.74, -0.09], [-1.47, 0.63, -0.46], [-0.99, -0.87, -0.28], [-1.88, -1.72, -0.33], [0.38, -1.04, 0.13], [1.25, -0.03, 0.45], [0.73, 1.38, 0.33], [1.45, 2.39, 0.76], [2.46, -0.38, 0.64], [-2.64, 0.85, -0.80], [-0.75, 2.80, -0.06], [0.69, -2.07, 0.28], [-1.07, -4.13, -1.27], [-0.83, -4.51, -0.43], [-1.27, -3.21, -1.07], [-2.97, -1.38, 2.98], [-2.24, -1.34, 2.35], [-2.57, -1.72, 3.78], [-4.44, -1.44, -1.14], [-3.71, -1.72, -0.60], [-4.94, -2.24, -1.30], [-5.50, 1.13, -0.80], [-5.68, 0.94, 0.12], [-6.03, 1.91, -0.98], [0.88, -2.95, -2.62], [0.11, -3.12, -2.09], [1.35, -3.78, -2.65], [0.88, 4.00, -1.89], [0.94, 3.54, -1.05], [0.51, 3.36, -2.49], [-0.93, -3.26, 2.05], [-1.33, -2.79, 1.32], [-0.65, -4.09, 1.67], [-3.15, 3.47, 1.21], [-3.30, 3.76, 0.31], [-2.39, 2.89, 1.15], [4.66, -1.67, 2.24], [5.41, -1.65, 2.83], [3.93, -1.34, 2.77], [3.07, -3.69, 1.09], [2.62, -3.68, 1.94], [2.75, -4.48, 0.66], [0.24, 3.91, 2.87], [0.14, 3.35, 3.64], [0.72, 3.37, 2.24], [5.22, -0.39, -0.33], [5.16, 0.54, -0.14], [5.78, -0.44, -1.11], [-3.90, 2.23, -3.00], [-3.80, 2.73, -3.81], [-3.66, 2.84, -2.30], [2.63, 1.60, -2.39], [2.48, 1.50, -1.46], [2.99, 2.48, -2.49], [4.74, 2.36, 0.59], [3.89, 2.24, 1.02], [4.55, 2.94, -0.15]],
  "mulliken_spin": [3.8900, 3.8541, 0.2741, 0.1678, -0.0869, -0.0337, 0.1048, -0.0111, 0.0717, 0.3792, 0.0633, 0.1205, -0.0186, 0.0026, -0.0004, 0.0001, 0.0014, 0.0002, 0.0009, 0.0003, 0.0362, -0.0024, 0.0037, 0.0360, -0.0001, 0.0020, 0.0013, -0.0011, 0.0001, 0.0088, -0.0014, -0.0018, 0.0009, -0.0007, 0.0001, 0.0016, -0.0004, -0.0019, 0.0365, 0.0031, -0.0028, 0.0256, 0.0006, 0.0023, 0.0099, -0.0008, -0.0009, 0.0344, -0.0010, 0.0017, 0.0293, 0.0029, -0.0014, -0.0015, 0.0013, -0.0002, 0.0008, -0.0010, 0.0002]
}



{
  "formula": "C5H7N",
  "method": "ωB97M-V/def2-TZVPD",
  "e_above_lowest_kcal_mol": 59.9,
  "total_charge": 0,
  "e_tot_ev": -6785.9168,
  "species": ["C", "N", "C", "C", "C", "C", "H", "H", "H", "H", "H", "H", "H"],
  "positions_angstrom": [[0.68, 1.57, 0.14], [0.93, -0.58, -0.88], [0.92, -1.73, -0.36], [-0.08, 0.41, -0.52], [-1.23, -0.08, 0.28], [-2.20, -0.50, 0.86], [0.03, 2.41, 0.38], [1.46, 1.90, -0.56], [1.18, 1.22, 1.05], [1.73, -2.42, -0.63], [0.16, -2.09, 0.34], [-0.50, 0.78, -1.46], [-3.07, -0.87, 1.35]],
  "nbo_charge": [-0.5860, -0.3800, -0.0584, -0.1667, -0.0168, -0.2497, 0.2157, 0.2239, 0.2121, 0.1751, 0.1622, 0.2277, 0.2410]
}



{
  "formula": "H16NO11",
  "method": "ωB97M-V/def2-TZVPD",
  "e_above_lowest_kcal_mol": 0.0,
  "total_charge": -1,
  "e_tot_ev": -24272.5986,
  "species": ["N", "O", "O", "O", "O", "H", "H", "O", "H", "H", "O", "H", "H", "O", "H", "H", "O", "H", "H", "O", "H", "H", "O", "H", "H", "O", "H", "H"],
  "positions_angstrom": [[1.01, -0.07, -0.25], [0.58, 0.61, 0.71], [2.07, 0.25, -0.82], [0.40, -1.11, -0.59], [-3.22, -0.19, 0.31], [-2.60, 0.02, -0.40], [-2.64, -0.45, 1.04], [2.74, 3.00, 0.22], [2.27, 2.15, 0.25], [2.62, 3.37, 1.10], [-0.96, -1.11, 2.36], [-0.96, -2.06, 2.23], [-0.46, -0.76, 1.60], [0.43, 0.66, -3.35], [1.14, 0.54, -2.70], [0.75, 0.22, -4.14], [-0.12, 1.33, 3.88], [0.83, 1.35, 3.78], [-0.41, 0.61, 3.30], [-1.75, 2.64, -0.01], [-2.45, 2.31, 0.56], [-0.96, 2.17, 0.30], [1.75, -3.68, -0.47], [1.85, -3.94, 0.45], [1.43, -2.76, -0.43], [-1.21, -2.08, -3.02], [-1.41, -1.36, -3.62], [-0.72, -1.65, -2.30]],
  "nbo_charge": [0.7201, -0.5746, -0.5014, -0.5761, -0.9681, 0.4800, 0.4831, -0.9612, 0.4951, 0.4550, -0.9972, 0.4782, 0.5039, -0.9591, 0.4893, 0.4601, -0.9595, 0.4610, 0.4933, -0.9603, 0.4715, 0.4850, -0.9595, 0.4521, 0.4935, -0.9618, 0.4628, 0.4945]
}



{
  "formula": "C25H25F5N2O6P2SV",
  "method": "ωB97M-V/def2-TZVPD",
  "e_above_lowest_kcal_mol": 186.4,
  "total_charge": 1,
  "e_tot_ev": -110273.5131,
  "species": ["V", "N", "C", "C", "P", "O", "O", "O", "P", "O", "O", "O", "H", "H", "H", "H", "H", "H", "H", "H", "F", "C", "C", "F", "C", "F", "C", "S", "C", "F", "C", "F", "C", "C", "C", "C", "C", "C", "C", "C", "C", "C", "H", "H", "H", "H", "H", "H", "H", "H", "H", "H", "H", "H", "N", "C", "C", "C", "C", "C", "C", "C", "H", "H", "H", "H", "H"],
  "positions_angstrom": [[-0.51, 0.33, -0.92], [-2.38, 3.84, -2.20], [-1.96, 3.03, -3.37], [-2.32, 3.70, -4.71], [-0.09, 2.99, -3.33], [0.21, 2.27, -4.74], [0.03, 2.08, -1.01], [0.30, 1.65, -2.37], [-2.93, 1.44, -3.23], [-1.94, 0.52, -4.11], [-3.18, 1.67, -0.72], [-2.36, 0.98, -1.67], [-1.70, 4.56, -1.99], [-2.88, 2.60, -0.89], [-3.25, 4.32, -2.42], [-1.77, 4.63, -4.84], [-3.39, 3.94, -4.72], [-2.10, 3.05, -5.55], [1.01, 2.63, -5.16], [-2.31, -0.34, -4.35], [-3.38, -5.96, 0.71], [-2.76, -4.97, 0.08], [-3.32, -3.71, 0.03], [-4.49, -3.47, 0.62], [-2.65, -2.69, -0.63], [-3.24, -1.49, -0.67], [-1.42, -2.88, -1.25], [-0.54, -1.65, -2.14], [-0.89, -4.17, -1.19], [0.29, -4.42, -1.76], [-1.54, -5.20, -0.54], [-0.99, -6.41, -0.49], [-2.50, 0.61, 2.70], [-1.10, 0.94, 2.12], [-0.94, 2.46, 2.01], [-0.98, 0.33, 0.78], [0.01, 0.27, 2.96], [-0.05, -1.10, 3.22], [0.93, -1.71, 3.98], [1.98, -0.97, 4.50], [2.05, 0.39, 4.23], [1.08, 1.00, 3.46], [-3.27, 0.98, 2.02], [-2.61, 1.11, 3.66], [-2.65, -0.45, 2.84], [-1.78, 2.87, 1.45], [-0.02, 2.73, 1.49], [-0.95, 2.91, 3.00], [-1.25, -0.76, 0.70], [-0.87, -1.69, 2.85], [0.86, -2.77, 4.19], [2.74, -1.45, 5.11], [2.86, 0.98, 4.64], [1.16, 2.07, 3.27], [1.46, -0.12, -0.45], [2.55, -0.37, -0.19], [3.91, -0.67, 0.11], [4.27, -0.93, 1.43], [5.59, -1.22, 1.72], [6.53, -1.25, 0.71], [6.17, -1.00, -0.61], [4.85, -0.70, -0.92], [3.51, -0.90, 2.21], [5.88, -1.43, 2.74], [7.56, -1.49, 0.94], [6.91, -1.03, -1.39], [4.55, -0.50, -1.94]],
  "nbo_charge": [0.7821, -0.8788, -0.5656, -0.6559, 1.4022, -0.9664, -0.3553, -0.5481, 1.4096, -0.9766, -0.4211, -0.5346, 0.3909, 0.4993, 0.3850, 0.2291, 0.2283, 0.2476, 0.5166, 0.5248, -0.2695, 0.2809, 0.3120, -0.2840, 0.2913, -0.3009, -0.2900, -0.0376, 0.3406, -0.2841, 0.2744, -0.2728, -0.5886, -0.1911, -0.6048, 0.0001, -0.0209, -0.1615, -0.2162, -0.2158, -0.2044, -0.2120, 0.2282, 0.2321, 0.2148, 0.2201, 0.2221, 0.2293, 0.2366, 0.2022, 0.2258, 0.2260, 0.2252, 0.2239, -0.3613, 0.4831, -0.1504, -0.1666, -0.1953, -0.1567, -0.2045, -0.1602, 0.2401, 0.2304, 0.2315, 0.2340, 0.2317]
}



{
  "formula": "C15H14N4S",
  "method": "ωB97M-V/def2-TZVPD",
  "e_above_lowest_kcal_mol": 3.3,
  "total_charge": 0,
  "e_tot_ev": -32578.2010,
  "species": ["N", "C", "C", "H", "H", "C", "C", "H", "H", "C", "N", "C", "C", "C", "C", "C", "C", "N", "C", "C", "C", "N", "C", "S", "H", "H", "H", "H", "H", "H", "H", "H", "H", "H"],
  "positions_angstrom": [[-2.85, -2.70, 1.81], [-1.83, -3.02, 1.39], [-0.55, -3.40, 0.86], [-0.70, -4.21, 0.14], [0.06, -3.78, 1.68], [0.15, -2.21, 0.19], [-0.67, -1.69, -0.99], [-0.77, -2.46, -1.75], [-1.67, -1.42, -0.64], [-0.04, -0.45, -1.65], [0.07, 0.65, -0.73], [-0.99, 1.45, -0.37], [-2.31, 1.49, -0.79], [-3.12, 2.44, -0.22], [-2.64, 3.34, 0.74], [-1.33, 3.31, 1.16], [-0.49, 2.35, 0.60], [0.83, 2.08, 0.81], [1.14, 1.08, 0.03], [2.49, 0.58, 0.04], [3.16, -0.42, -0.61], [4.46, -0.55, -0.29], [4.82, 0.31, 0.60], [3.58, 1.38, 1.13], [5.82, 0.37, 0.99], [2.77, -1.09, -1.35], [-0.94, 3.99, 1.90], [-3.31, 4.07, 1.16], [-4.16, 2.51, -0.52], [-2.70, 0.80, -1.53], [0.95, -0.69, -2.04], [-0.66, -0.13, -2.49], [0.28, -1.42, 0.92], [1.13, -2.53, -0.15]],
  "nbo_charge": [-0.3196, 0.2810, -0.5107, 0.2436, 0.2552, -0.3845, -0.4141, 0.2097, 0.2223, -0.2024, -0.3668, 0.1675, -0.2577, -0.2093, -0.2269, -0.1866, 0.0726, -0.4534, 0.3520, -0.2855, -0.0392, -0.4325, -0.1346, 0.4785, 0.2168, 0.2021, 0.2230, 0.2144, 0.2149, 0.2123, 0.2096, 0.2161, 0.2196, 0.2124]
}



Number 2 is which compound?
C9H14Cl6N2O3



Which formula does entry 1 have?
C10H13F4NO7P